[1]
Density functional theory data (ωB97M-V/def2-TZVPD) for a structure of composition C41H46CsN3O4 in a non-equilibrium geometry.

Last column: Löwdin charge in e.
Geometry (Å):
Cs -1.05095 0.36331 1.99867  1.097
N -3.43525 -1.60240 0.96702  -0.024
C -3.79282 -2.97389 0.62531  -0.275
C -3.23858 -3.92619 1.67598  -0.261
N -1.79281 -3.87728 1.64162  -0.070
C -1.12146 -4.48995 2.76999  -0.261
C 0.31135 -3.96236 2.85352  -0.275
N 0.32925 -2.52430 3.08983  -0.022
H -4.08747 -1.18436 1.61929  0.070
H -3.32958 -0.99888 0.15864  0.050
H -3.32025 -3.20914 -0.32832  0.099
H -4.87482 -3.13755 0.51081  0.098
H -3.58598 -4.94421 1.45725  0.106
H -3.65012 -3.65668 2.66640  0.112
H -1.51842 -2.89913 1.62379  0.069
H -1.12156 -5.58170 2.64781  0.103
H -1.63390 -4.27031 3.72352  0.106
H 0.80169 -4.15783 1.89612  0.113
H 0.85910 -4.52465 3.62103  0.096
H 1.04983 -2.04407 2.53203  0.009
H 0.47402 -2.30264 4.06504  0.064
C -1.00806 -2.08446 -2.26632  0.024
C 0.50418 -1.93651 -2.25940  -0.587
C 1.19509 -3.02469 -3.06049  0.022
O 0.88478 -0.68012 -2.78658  -0.035
C 0.91069 0.26298 -1.71289  -0.128
C 1.17168 -0.61500 -0.47281  -0.173
O 0.99371 -1.96302 -0.94406  0.003
C 2.50510 -0.58298 0.36024  -0.486
O 2.22840 -1.04653 1.60635  -0.221
C 3.07860 0.84118 0.50822  -0.102
C 2.23336 1.90542 0.82415  -0.027
C 2.71806 3.17392 1.10106  -0.078
C 4.08611 3.41240 1.08816  -0.116
C 4.94741 2.36540 0.80134  -0.106
C 4.45034 1.10025 0.51610  -0.028
C 3.51902 -1.46610 -0.40598  -0.143
C 3.97435 -2.63491 0.18586  -0.016
C 4.85793 -3.47389 -0.47971  -0.099
C 5.30357 -3.15602 -1.75590  -0.131
C 4.85135 -1.98916 -2.36011  -0.111
C 3.96708 -1.15661 -1.68910  -0.046
C -0.43992 1.13981 -1.58896  -0.465
O -1.26059 0.70312 -0.60582  -0.492
C -1.16189 1.16443 -2.96498  -0.121
C -2.54940 1.10444 -2.96290  -0.026
C -3.27475 1.16155 -4.14591  -0.100
C -2.62093 1.27783 -5.36259  -0.129
C -1.23256 1.33407 -5.38068  -0.100
C -0.51478 1.27751 -4.19595  -0.035
C -0.05488 2.63220 -1.33960  -0.127
C -0.74780 3.34221 -0.36113  -0.038
C -0.47573 4.68078 -0.11755  -0.091
C 0.49677 5.34727 -0.84833  -0.126
C 1.19594 4.65644 -1.82570  -0.097
C 0.91784 3.31841 -2.06744  -0.040
H -1.39729 -2.01834 -3.28481  0.091
H -1.43378 -1.28245 -1.66115  0.070
H -1.27289 -3.05199 -1.83484  0.083
H 0.87067 -2.98890 -4.10218  0.083
H 0.94101 -4.00150 -2.64570  0.087
H 2.27344 -2.88274 -3.00199  0.070
H 1.76205 0.91585 -1.91338  0.127
H 0.39822 -0.43307 0.25411  -0.007
H 1.16156 1.75859 0.84082  0.057
H 2.01969 3.97352 1.31521  0.096
H 4.47256 4.40245 1.30363  0.086
H 6.02004 2.53035 0.79866  0.087
H 5.14558 0.29778 0.31036  0.109
H 3.60080 -2.84501 1.18144  0.109
H 5.20072 -4.38504 0.00011  0.086
H 5.99130 -3.81204 -2.27839  0.081
H 5.18247 -1.73031 -3.36017  0.091
H 3.61983 -0.24989 -2.17181  0.118
H -3.03076 1.00743 -1.99712  0.109
H -4.35804 1.11220 -4.11404  0.089
H -3.18351 1.31660 -6.28885  0.083
H -0.70388 1.41095 -6.32458  0.089
H 0.56557 1.28512 -4.23929  0.106
H -1.50504 2.81803 0.20807  0.086
H -1.03058 5.20315 0.65422  0.100
H 0.71563 6.39082 -0.65156  0.088
H 1.96989 5.15685 -2.39698  0.093
H 1.48321 2.80464 -2.83428  0.102
C -4.45183 3.95173 5.30637  -0.173
C -3.78330 3.04627 6.12207  -0.170
C -3.19454 1.90864 5.57103  -0.225
C -3.21460 1.58069 4.19799  -0.242
C -3.90682 2.53968 3.43096  -0.239
C -4.51208 3.68815 3.94421  -0.164
H -4.91200 4.84276 5.72299  0.071
H -3.71777 3.23156 7.19319  0.071
H -2.68657 1.24136 6.27076  0.049
H -3.99278 2.39905 2.34857  0.051
H -5.02748 4.37965 3.28041  0.074

The LUMO energy comes out at 3.9080 eV. For the largest force on an atom, the calculation gives 0.0273 hartree/bohr. The net charge is -2. The HOMO energy is -1.39 eV.

[2]
Density functional theory data (ωB97M-V/def2-TZVPD) for a structure of composition C41H46I2N3OTl in a non-equilibrium geometry.

Last column: Löwdin charge in e.
Geometry (Å):
Tl -4.88989 -0.56226 19.18173  0.930
C -1.36254 0.44502 19.42934  -0.106
C -2.17913 0.93841 18.36738  -0.149
C -2.87053 2.08927 18.60132  -0.158
C -2.82781 2.74632 19.83062  -0.093
C -2.08294 2.25196 20.90514  -0.074
C -1.32862 1.09954 20.64299  -0.106
H -0.79523 -0.44482 19.25068  0.085
H -2.31071 0.37430 17.41310  0.123
H -3.41537 2.62562 17.79000  0.126
H -3.45904 3.60880 19.85456  0.097
H -2.15248 2.70815 21.90323  0.108
H -0.75992 0.52311 21.43671  0.124
I -4.81273 -0.90596 13.38487  0.856
C -5.62490 0.54672 14.65441  -0.641
C -6.11611 1.73704 14.05008  -0.260
C -6.60466 2.77127 14.83852  -0.669
I -6.81212 4.62648 13.81288  0.830
C -6.83186 2.62591 16.21806  -0.209
C -7.54369 3.54645 17.05842  -0.043
C -7.67881 3.36073 18.41088  -0.043
C -7.00794 2.22748 18.95709  -0.148
N -6.37275 1.31466 18.25020  -0.025
C -6.26553 1.46776 16.89555  -0.149
C -5.55512 0.41090 16.11567  -0.422
O -5.13535 -0.67460 16.67217  -0.306
H -6.13521 1.88628 12.95788  0.071
H -8.00464 4.40382 16.57665  0.073
H -8.25755 4.06131 19.05548  0.118
H -7.08164 1.98803 19.99485  0.094
C -5.08932 -1.66171 25.07264  -0.056
C -5.24379 -0.72186 23.83397  -0.397
C -4.62822 0.61855 24.14043  -0.110
C -6.69882 -0.65048 23.37642  -0.123
C -7.52227 0.36123 23.91942  -0.049
C -8.82648 0.45872 23.45301  -0.092
C -9.30734 -0.49231 22.54799  -0.046
C -8.46248 -1.37385 21.85995  -0.124
C -9.00929 -2.24735 20.71115  -0.369
C -9.79372 -1.61150 19.57196  -0.049
C -9.92795 -3.24397 21.40169  -0.080
C -7.10190 -1.51293 22.28475  -0.175
N -6.13552 -2.18056 21.54308  0.071
C -6.20674 -3.46826 21.38269  -0.105
C -5.34449 -4.12012 20.45183  -0.134
N -4.37230 -3.56838 19.80836  0.083
C -3.78407 -4.26334 18.76048  -0.187
C -2.35911 -4.27318 18.86798  -0.110
C -1.62916 -4.78097 17.80203  -0.031
C -2.25640 -5.27306 16.66194  -0.067
C -3.61387 -5.27526 16.59549  -0.044
C -4.41219 -4.74190 17.61299  -0.120
C -5.94600 -4.76421 17.42295  -0.368
C -6.29518 -4.00374 16.13002  -0.048
C -6.49070 -6.21764 17.56681  -0.056
C -1.71595 -3.78417 20.16613  -0.385
C -1.90013 -4.81183 21.32675  -0.049
C -0.26043 -3.54249 20.00256  -0.111
H -3.99345 -1.75487 25.32200  0.095
H -5.39714 -2.66654 24.80219  0.066
H -5.65020 -1.25074 25.88388  0.066
H -4.53146 -1.12652 23.04290  0.137
H -4.65536 0.88660 25.23627  0.093
H -5.05933 1.45743 23.52851  0.090
H -3.55727 0.59194 23.84661  0.076
H -7.12146 1.15383 24.63586  0.135
H -9.48230 1.31080 23.78187  0.118
H -10.38833 -0.45420 22.30433  0.120
H -8.11938 -2.76793 20.32776  0.105
H -10.70559 -1.28222 20.03472  0.065
H -10.06669 -2.28197 18.77256  0.081
H -9.34239 -0.74920 19.11727  0.071
H -10.88619 -2.82339 21.72219  0.086
H -9.43242 -3.77015 22.21050  0.074
H -10.15701 -4.05996 20.70146  0.084
H -6.90917 -4.17230 21.87193  0.141
H -5.63200 -5.15895 20.30924  0.124
H -0.56114 -4.72150 17.79141  0.097
H -1.61837 -5.67163 15.87461  0.111
H -4.10101 -5.67280 15.73084  0.104
H -6.36524 -4.25038 18.28377  0.094
H -5.79447 -4.59205 15.33627  0.070
H -5.84450 -2.95113 16.08286  0.082
H -7.36594 -4.06179 15.98030  0.073
H -6.11640 -6.79827 16.70654  0.078
H -7.60599 -6.25250 17.56804  0.084
H -6.15267 -6.71555 18.49072  0.071
H -2.15416 -2.82012 20.42586  0.120
H -1.23922 -5.71043 21.20580  0.095
H -2.92576 -5.17957 21.45587  0.060
H -1.62303 -4.34592 22.28605  0.079
H 0.14733 -4.54418 19.83761  0.078
H 0.23109 -3.17825 20.93268  0.097
H 0.02384 -2.88592 19.18828  0.076

The LUMO energy comes out at -1.1340 eV. For the largest force on an atom, the calculation gives 0.0688 hartree/bohr. The HOMO energy is -6.93 eV.

Record-wise ΔE to the lowest compared entry with this formula, charge and spin values, in kcal/mol: 0.0, 0.0
Record-wise Kohn-Sham gap values, in eV: 5.3, 5.8